## one
The following is a quantum chemistry calculation of 2 unconnected molecules or ions with the total composition C3H9NS2, from the Open Molecules 2025 dataset.

The geometry in XYZ format:
```
15
Properties=species:S:1:pos:R:3
S 0.0335 -2.0569 0.6273
S -1.0427 -2.3920 -1.0009
N 0.6785 2.0287 0.2702
C -0.5228 2.2608 0.9732
C -0.8729 1.6892 2.1512
C 0.1816 -2.2135 -2.2801
H -0.8576 3.2290 0.6347
H -0.8619 0.5603 2.1022
H -1.2444 2.2385 3.0097
H 0.8120 -3.1313 0.7055
H 0.9301 2.8193 -0.2977
H 1.4410 1.6028 0.7622
H 0.9115 -3.0780 -2.3312
H 0.7444 -1.3267 -2.0804
H -0.3302 -2.2302 -3.2457
```

Results
- gap between HOMO and LUMO (Eh) = 0.309
- molecular weight (g/mol) = 123.25
- total charge = 0
- SMILES string = C=CN.CSS

## two
The following is a quantum chemistry calculation of 2 unconnected molecules or ions with the total composition C3H9NS2, from the Open Molecules 2025 dataset.

The geometry in XYZ format:
```
15
Properties=species:S:1:pos:R:3
S 0.1894 0.6358 1.5870
S 1.8737 0.7309 0.4593
N -2.9861 -1.3048 -0.7324
C -1.6748 -1.0349 -1.1129
C -0.7199 -1.9747 -1.1718
C 1.2613 1.4134 -1.1248
H -0.7614 -2.8593 -0.5411
H -3.4576 -0.5085 -0.3347
H 0.2870 1.8252 -0.9327
H -1.5157 0.0212 -1.3289
H -3.1066 -2.1535 -0.2016
H 0.2746 -1.6380 -1.4578
H 1.3028 0.5987 -1.8351
H -0.0943 -0.6782 1.6902
H 1.9330 2.2225 -1.4074
```

Results
- gap between HOMO and LUMO (Eh) = 0.326
- molecular weight (g/mol) = 123.25
- total charge = 0
- SMILES string = C=CN.CSS

Stability, highest: two

## one
The following is a quantum chemistry calculation of a single C3H9NS2 molecule, from the Open Molecules 2025 dataset.

The geometry in XYZ format:
```
15
Properties=species:S:1:pos:R:3
S -1.2352 1.0214 0.5224
S 0.1396 0.2329 -1.3254
N 2.3519 -0.3273 0.9169
C 0.4578 -1.2631 -0.4746
C 1.1463 -1.1655 0.9372
C -2.3800 1.8192 -0.6420
H 0.3719 -0.6862 1.5607
H -2.4953 1.0154 -1.3876
H -3.2391 2.2644 -0.0915
H 1.4965 -2.1219 1.3247
H -0.4369 -1.7867 -0.0555
H 0.9450 -1.9139 -1.1897
H 2.1237 0.6479 1.0320
H -1.9278 2.7160 -1.0783
H 2.6816 -0.4527 -0.0493
```

Results
- gap between HOMO and LUMO (Eh) = 0.290
- molecular weight (g/mol) = 123.25
- total charge = 0
- SMILES string = CSSCCN

## two
The following is a quantum chemistry calculation of 2 unconnected molecules or ions with the total composition C3H9NS2, from the Open Molecules 2025 dataset.

The geometry in XYZ format:
```
15
Properties=species:S:1:pos:R:3
S 1.8024 1.1675 0.4269
S 0.2659 2.2319 -0.3867
N -0.7822 -1.3752 -0.4200
C 1.0356 0.4267 1.8919
C -1.7833 -0.5860 -0.2563
C 0.0959 -1.3248 -1.6501
H 0.4578 3.5285 0.2870
H -2.5067 -0.9477 0.4898
H -2.1784 0.1654 -0.9436
H -0.5758 -1.5184 -2.5149
H 0.7423 -2.1701 -1.5731
H 0.6664 -0.3715 -1.7997
H 1.5087 -0.5101 1.8478
H -0.0620 0.3957 1.7663
H 1.3136 0.8880 2.8348
```

Results
- gap between HOMO and LUMO (Eh) = 0.353
- molecular weight (g/mol) = 123.25
- total charge = 0
- SMILES string = C=NC.CSS

Stability, highest: one

## one
The following is a quantum chemistry calculation of a single C2H4N2O2S molecule, from the Open Molecules 2025 dataset.

The geometry in XYZ format:
```
11
Properties=species:S:1:pos:R:3
S -0.4671 3.6053 2.2729
O 0.9300 3.6972 1.8558
O -2.3965 0.0146 0.7235
N -1.1867 2.4130 1.7096
N -0.5611 1.3913 1.0853
C -1.2160 0.2860 0.6308
C -0.2741 -0.4715 -0.2267
H -0.5810 -1.5223 -0.4308
H -0.4183 -0.1035 -1.3213
H 0.4704 1.5506 1.0971
H 0.7550 -0.5875 0.1440
```

Results
- gap between HOMO and LUMO (Eh) = 0.337
- molecular weight (g/mol) = 120.13
- total charge = 0

## two
The following is a quantum chemistry calculation of 2 unconnected molecules or ions with the total composition C2H4N2O2S, from the Open Molecules 2025 dataset.

The geometry in XYZ format:
```
11
Properties=species:S:1:pos:R:3
S 0.9071 1.1817 -1.8269
O 0.4463 -0.1618 -2.0833
O 2.3310 1.3367 -1.7278
N -1.1311 -0.5234 0.5713
N 0.2698 1.2635 0.8508
C -0.8797 -1.5209 -0.1350
C -0.4065 0.3046 1.3354
H 0.6637 1.9158 1.5192
H -1.6889 -1.9464 -0.7137
H 0.0924 -2.0027 -0.1965
H -0.6041 0.1529 2.4064
```

Results
- gap between HOMO and LUMO (Eh) = 0.354
- molecular weight (g/mol) = 120.13
- total charge = 0

Stability, highest: two

## one
The following is a quantum chemistry calculation of 2 unconnected molecules or ions with the total composition C2H6N2S2, from the Open Molecules 2025 dataset.

The geometry in XYZ format:
```
12
Properties=species:S:1:pos:R:3
S -3.0683 0.4757 -0.2227
S -1.4313 -2.0525 0.3337
N 0.0254 1.3897 0.3676
N 1.0497 0.6204 0.6592
C 1.8180 -0.1972 -0.2753
C -1.7358 -0.4900 0.0988
H 1.3404 -0.6611 -1.1210
H 1.3532 0.6052 1.6915
H -4.0654 -0.4221 -0.5361
H 2.6886 0.4302 -0.6742
H -0.3090 1.2330 -0.6292
H 2.3344 -0.9312 0.3079
```

Results
- gap between HOMO and LUMO (alpha / beta) (Eh) = 0.240 / 0.282
- molecular weight (g/mol) = 122.22
- total charge = 0

## two
The following is a quantum chemistry calculation of a single C2H6N2S2 molecule, from the Open Molecules 2025 dataset.

The geometry in XYZ format:
```
12
Properties=species:S:1:pos:R:3
S -2.1035 0.2634 -0.0699
S 0.8317 1.3728 -0.0121
N 1.0611 -0.3038 -0.1201
N -1.2253 -1.1660 0.1171
C 2.4643 -0.7700 -0.0689
C 0.0454 -1.2220 0.0734
H 0.4427 -2.2698 0.1804
H 2.8990 -0.7651 0.9607
H -3.3357 -0.4160 0.0433
H 3.0227 -0.1584 -0.7719
H 2.4664 -1.8431 -0.3480
H 0.9450 1.5143 1.2408
```

Results
- gap between HOMO and LUMO (Eh) = 0.323
- molecular weight (g/mol) = 122.22
- total charge = 0
- SMILES string = CN(S)/C=N\S

## three
The following is a quantum chemistry calculation of a single C2H6N2S2 molecule, from the Open Molecules 2025 dataset.

The geometry in XYZ format:
```
12
Properties=species:S:1:pos:R:3
S -1.5808 0.4158 0.4032
S 0.6995 -1.2765 -1.4615
N -0.5006 -1.5626 1.9144
N 0.8331 -0.7724 0.0856
C -0.4904 1.5391 -0.5636
C -0.4087 -0.8805 0.8585
H -1.0441 2.5004 -0.4745
H 1.6217 -1.1456 0.6696
H -1.2185 -1.3022 2.5500
H 1.8934 -0.5989 -2.1619
H 0.4844 1.6940 -0.2161
H -0.2891 1.3893 -1.6037
```

Results
- gap between HOMO and LUMO (Eh) = 0.337
- molecular weight (g/mol) = 122.22
- total charge = 0
- SMILES string = [H]/N=C(/NS)SC

Stability, highest: two